# C41H62BrF5InN6O3Si2Te

A molecular structure, C41H62BrF5InN6O3Si2Te (ωB97M-V with the def2-TZVPD basis set, the Open Molecules 2025 dataset).

Element x y z (Å)
1 In -0.176 -0.064 0.092
2 C 0.051 0.663 4.396
3 Si -1.327 0.178 3.221
4 C -2.765 -0.624 4.133
5 C -1.995 1.707 2.375
6 N -0.722 -0.832 1.940
7 C -0.402 -2.167 2.137
8 C -0.488 -2.785 3.396
9 C -0.258 -4.138 3.582
10 C 0.074 -4.950 2.510
11 C 0.197 -4.378 1.254
12 C -0.012 -3.021 1.081
13 O 0.088 -2.445 -0.185
14 C 0.984 -2.978 -1.121
15 C 2.274 -3.348 -0.786
16 C 3.121 -3.795 -1.790
17 C 2.681 -3.868 -3.103
18 C 1.382 -3.497 -3.416
19 C 0.524 -3.055 -2.422
20 H -0.290 1.373 5.152
21 H 0.861 1.121 3.820
22 H 0.471 -0.198 4.921
23 H -3.607 0.068 4.194
24 H -2.515 -0.924 5.151
25 H -3.104 -1.516 3.602
26 H -2.696 2.223 3.036
27 H -2.555 1.422 1.481
28 H -1.214 2.409 2.083
29 H -0.752 -2.187 4.257
30 H -0.342 -4.555 4.577
31 H 0.250 -6.008 2.644
32 H 0.460 -4.983 0.396
33 H 2.616 -3.310 0.239
34 H 4.133 -4.084 -1.540
35 H 3.350 -4.212 -3.879
36 H 1.035 -3.546 -4.439
37 H -0.488 -2.742 -2.645
38 O 2.080 -0.643 1.063
39 H 2.284 -1.506 1.436
40 H 2.749 -0.432 0.391
41 C -4.649 -3.717 -1.309
42 N -3.642 -3.359 -0.319
43 C -3.501 -4.191 0.876
44 C -3.014 -2.214 -0.380
45 N -2.425 -1.216 -0.374
46 H -4.476 -4.739 -1.647
47 H -4.574 -3.047 -2.162
48 H -5.652 -3.646 -0.884
49 H -3.312 -5.221 0.575
50 H -4.411 -4.152 1.478
51 H -2.658 -3.838 1.467
52 F 0.589 2.697 -2.252
53 Te 1.815 1.263 -2.389
54 F 2.985 2.690 -2.603
55 F 3.129 0.720 -1.101
56 F 0.943 1.249 -4.057
57 F 3.001 0.291 -3.456
58 O 0.809 -0.154 -1.761
59 C 2.654 4.004 4.592
60 C 2.924 4.541 3.182
61 C 3.771 3.493 2.447
62 C 3.733 5.859 3.313
63 Si 1.371 5.080 2.249
64 Br 1.251 2.264 0.471
65 C -0.198 5.421 3.246
66 C -1.425 5.688 2.365
67 C -0.554 4.289 4.225
68 C 0.125 6.697 4.063
69 C 1.540 5.877 0.536
70 C 2.858 5.532 -0.171
71 C 0.406 5.548 -0.448
72 C 1.511 7.398 0.836
73 H 3.619 3.772 5.050
74 H 2.066 3.086 4.580
75 H 2.162 4.731 5.238
76 H 4.698 3.368 3.012
77 H 4.036 3.778 1.432
78 H 3.268 2.530 2.406
79 H 4.643 5.633 3.876
80 H 3.196 6.634 3.866
81 H 4.040 6.272 2.354
82 H -1.701 4.818 1.767
83 H -1.292 6.539 1.699
84 H -2.268 5.916 3.023
85 H -0.557 3.308 3.757
86 H -1.563 4.475 4.602
87 H 0.111 4.254 5.083
88 H 0.295 7.573 3.438
89 H 0.986 6.570 4.719
90 H -0.738 6.910 4.700
91 H 2.901 4.482 -0.457
92 H 3.745 5.779 0.410
93 H 2.903 6.118 -1.092
94 H 0.392 4.497 -0.718
95 H 0.600 6.115 -1.363
96 H -0.580 5.835 -0.090
97 H 2.321 7.720 1.495
98 H 0.565 7.727 1.265
99 H 1.639 7.925 -0.112
100 C -2.539 1.643 -3.344
101 C -1.874 0.887 -2.401
102 N -1.581 1.356 -1.183
103 C -1.991 2.576 -0.862
104 C -2.699 3.396 -1.727
105 C -2.944 2.925 -3.009
106 C -3.118 4.745 -1.309
107 C -3.841 5.082 -0.240
108 C -4.526 4.191 0.712
109 C -5.136 4.726 1.844
110 C -5.779 3.845 2.695
111 N -5.840 2.538 2.453
112 C -5.251 2.134 1.334
113 N -4.594 2.880 0.458
114 H -2.712 1.238 -4.330
115 H -1.520 -0.107 -2.634
116 H -1.712 2.944 0.113
117 H -3.458 3.547 -3.730
118 H -2.799 5.552 -1.962
119 H -4.012 6.139 -0.066
120 H -5.114 5.789 2.046
121 H -6.264 4.196 3.599
122 H -5.306 1.072 1.115

The total charge is +1. For the HOMO energy, the calculation gives -9.812 eV. The HOMO-LUMO gap is 0.23637 Ha. The calculation puts the total energy at -6264.1519 Ha.